No. 1
DFT (ωB97M-V/def2-TZVPD) results for C24H19IrN6OSTe as an isolated structure.

XYZ file:
```
53
Properties=species:S:1:pos:R:3:forces:R:3:lowdin_charge:R:1
Ir 0.439 0.394 0.383 0.0885 0.5903 -0.0679 0.9471
C 1.209 -0.168 4.615 0.0347 0.0686 -0.0199 -0.0393
C 0.540 -1.356 4.872 -0.0214 -0.0289 0.0196 -0.0445
C -0.171 -1.961 3.858 0.0038 0.0101 -0.0118 0.0075
C -0.189 -1.388 2.590 0.0777 0.0027 0.0205 -0.2134
N 0.497 -0.249 2.345 0.0162 0.0467 -0.0417 -0.0903
C 1.158 0.356 3.342 -0.0802 -0.0552 -0.0163 -0.1010
C -0.941 -1.882 1.444 -0.0067 -0.0624 -0.0496 -0.1985
C -1.734 -3.028 1.480 -0.0048 0.0206 0.0138 -0.0316
C -2.486 -3.386 0.379 -0.0049 0.0031 0.0100 -0.0855
C -2.461 -2.576 -0.751 -0.0022 0.0153 -0.0147 -0.0755
C -1.673 -1.436 -0.794 -0.0032 0.0398 -0.0104 -0.1257
C -0.869 -1.082 0.290 0.1648 -0.2171 -0.1131 -0.3218
H 1.761 0.353 5.384 -0.0006 -0.0001 -0.0016 0.1125
H 0.559 -1.795 5.861 0.0057 -0.0013 -0.0028 0.1135
H -0.724 -2.871 4.039 0.0104 0.0010 0.0060 0.1091
H 1.630 1.292 3.096 0.1457 0.1162 -0.1028 0.1034
H -1.772 -3.637 2.375 -0.0054 -0.0087 -0.0104 0.1030
H -3.102 -4.275 0.404 0.0017 -0.0013 -0.0016 0.1010
H -3.073 -2.828 -1.609 -0.0001 0.0033 0.0041 0.1073
H -1.716 -0.805 -1.671 0.0365 -0.0138 -0.0080 0.0936
N 0.342 3.149 -1.474 0.1270 0.1156 0.0472 0.1071
C 0.453 2.055 -2.241 -0.0613 -0.0645 0.0053 -0.4054
C 0.517 2.194 -3.647 -0.0043 0.0432 0.0436 -0.0233
C 0.660 1.092 -4.436 -0.0101 -0.0466 -0.0023 -0.0596
C 0.749 -0.171 -3.838 -0.0085 0.0257 -0.0082 -0.0605
C 0.651 -0.241 -2.478 0.0777 0.0155 0.0242 -0.1468
N 0.466 0.833 -1.672 0.1114 -0.0107 0.0343 -0.0451
H 0.378 4.053 -1.906 0.0245 -0.0001 -0.0084 0.1103
H 0.386 3.110 -0.467 0.0758 -0.0742 0.0095 -0.0162
H 0.452 3.188 -4.068 0.0202 0.0014 -0.0002 0.1149
H 0.709 1.198 -5.512 0.0082 0.0006 -0.0007 0.1119
H 0.891 -1.072 -4.415 -0.0089 0.0042 -0.0055 0.1053
H 0.728 -1.187 -1.965 -0.0236 -0.0082 0.0203 0.1047
N 4.118 -1.618 0.672 -0.0055 -0.0572 -0.0208 0.1922
C 3.437 -0.462 0.556 0.0978 0.2747 0.0036 -0.5043
O 2.371 -0.448 -0.131 -0.2348 -0.5946 0.0566 -0.1547
C 3.942 0.714 1.168 0.0037 -0.2784 0.0211 -0.2181
C 5.132 0.710 1.929 -0.0810 0.2291 0.1004 -0.2417
N 6.095 0.701 2.564 0.0418 -0.1351 -0.0472 0.1305
C 3.150 1.857 1.002 -0.1703 0.0503 -0.0163 -0.2384
N 2.394 2.718 0.829 -0.2081 -0.0297 0.0325 0.1547
H 3.771 -2.422 0.180 0.0055 -0.0013 0.0065 0.1150
H 5.020 -1.649 1.114 0.0045 -0.0014 -0.0109 0.1027
Te -1.634 1.809 1.044 -0.0103 0.0457 0.1773 0.9652
C -2.844 1.758 -0.665 -0.0727 -0.0291 -0.0165 -0.9815
C -3.915 0.929 -0.863 -0.0073 0.0422 0.0345 -0.2688
C -4.592 1.163 -2.090 0.0187 -0.0167 -0.0154 -0.1952
C -4.027 2.175 -2.806 -0.0727 0.0094 0.0445 -0.4213
S -2.688 2.846 -1.987 -0.1111 -0.0251 -0.0865 0.9371
H -4.204 0.178 -0.141 0.0100 -0.0116 -0.0219 0.0980
H -5.455 0.605 -2.423 0.0019 -0.0050 0.0001 0.0989
H -4.339 2.561 -3.764 0.0053 0.0028 -0.0022 0.0615
```
Forces are in eV/Å.

Values from the calculation:
lowest unoccupied orbital energy: -0.11 eV
E: -2100.35482 Ha
E_HOMO: -0.269 hartree
total charge: 0
relative energy (zero: lowest compared OMol25 entry of this formula, charge and spin): 0.0000 eV
HOMO-LUMO gap: 7.22 eV

=====

No. 2
DFT (ωB97M-V/def2-TZVPD) results for C24H19N2O7S8Ti as an isolated structure.

XYZ file:
```
61
Properties=species:S:1:pos:R:3:forces:R:3:lowdin_charge:R:1
Ti -0.141 -0.051 1.545 0.2193 0.6614 -0.0443 0.9925
O -6.580 -1.030 -4.596 -0.2395 0.1168 0.1814 -0.1347
C -5.636 -0.670 -3.920 0.3954 -0.2633 -0.4402 -1.0849
S -4.848 -1.666 -2.711 -0.0545 0.0376 0.1311 0.8961
C -3.524 -0.565 -2.303 -0.0706 -0.0574 0.0001 -1.0683
C -3.458 0.629 -2.961 -0.0901 -0.1879 -0.0594 -1.2484
S -2.357 1.907 -2.806 0.0180 0.2143 -0.0163 0.3960
S -4.760 0.836 -4.163 -0.0444 0.1378 0.1256 0.8972
S -2.415 -1.144 -1.094 0.0758 0.0334 -0.0211 0.8623
O 1.744 1.034 4.528 -0.0291 -0.0354 -0.0913 -0.3409
S 0.848 0.006 4.047 0.2809 -0.0774 0.4932 0.3033
O 0.475 -0.982 5.041 -0.0549 0.0265 -0.0778 -0.3516
O 1.396 -0.681 2.799 -0.1468 -0.0795 -0.0764 -0.4254
O -0.417 0.629 3.430 -0.0256 -0.0076 -0.2508 -0.4329
C -4.229 0.459 0.351 0.0033 -0.0065 -0.0929 -0.0586
C -3.005 -0.393 0.625 -0.1653 -0.1981 -0.0755 -0.8027
O -2.027 0.315 1.186 0.2051 0.0033 0.1582 -0.2817
N -3.395 -1.544 1.477 -0.0932 0.0326 0.0050 -0.0082
C -2.391 -2.096 2.371 0.0727 -0.0479 -0.0525 -0.1508
C -1.280 -2.833 1.646 -0.2444 -0.1121 0.1854 -0.2282
C -1.226 -4.222 1.613 -0.0861 0.0576 -0.0916 -0.0119
C -0.277 -4.843 0.827 0.0465 -0.0666 -0.0234 -0.0639
C 0.606 -4.066 0.093 -0.0033 -0.0288 0.0029 -0.0464
C 0.525 -2.695 0.215 0.1941 0.0493 -0.1445 -0.0962
N -0.387 -2.098 0.980 0.0596 -0.2746 0.1749 0.0082
H -3.926 1.353 -0.196 -0.0059 -0.0546 -0.0245 0.0707
H -4.650 0.730 1.319 0.0151 0.0556 0.0213 0.0819
H -4.974 -0.082 -0.233 -0.0883 0.0066 0.0685 0.0562
H -3.778 -2.271 0.883 -0.0191 0.0471 0.0451 0.0928
H -2.885 -2.803 3.042 0.0194 0.0223 -0.0083 0.1182
H -1.984 -1.300 2.999 -0.0325 -0.0250 -0.0272 0.1093
H -1.939 -4.797 2.186 -0.0298 0.0213 0.0158 0.1098
H -0.227 -5.924 0.784 0.0077 -0.0165 -0.0139 0.1011
H 1.354 -4.514 -0.546 0.0197 0.0307 -0.0204 0.1023
H 1.202 -2.026 -0.304 0.0078 -0.0384 -0.0146 0.1130
O 0.873 0.585 0.111 -0.3871 -0.1042 0.3342 -0.3196
C 1.919 1.365 -0.348 0.1042 0.0967 -0.2164 -0.5832
C 3.123 1.200 0.559 0.0554 0.0493 -0.0015 -0.4516
C 3.848 0.060 0.739 0.0411 0.0142 0.0017 -0.1250
C 4.802 0.175 1.782 0.0073 -0.0040 0.0126 -0.1844
C 4.777 1.403 2.371 -0.0065 0.0111 -0.0057 -0.4168
S 3.600 2.416 1.668 -0.0208 -0.0378 0.0271 1.0800
C 2.246 0.914 -1.757 -0.0027 -0.1348 -0.0658 -0.4505
C 3.414 1.004 -2.454 0.0006 -0.0003 -0.0364 -0.1370
C 3.280 0.546 -3.793 0.0614 0.0460 -0.0115 -0.2074
C 2.014 0.120 -4.065 -0.0518 -0.0440 0.1174 -0.4187
S 0.978 0.259 -2.710 0.0672 0.0637 -0.0553 1.0775
C 1.465 2.816 -0.392 -0.0763 0.0064 0.0632 -0.4844
C 2.031 3.884 -1.023 -0.0179 0.0508 0.0322 -0.1330
C 1.324 5.091 -0.780 0.0543 -0.0222 -0.0445 -0.1952
C 0.239 4.900 0.022 -0.0286 -0.0582 0.0676 -0.4090
S 0.060 3.263 0.477 0.0479 0.0872 -0.1304 1.1096
H 3.678 -0.837 0.161 -0.0113 -0.0130 -0.0100 0.1187
H 5.454 -0.627 2.098 0.0084 -0.0111 0.0055 0.0928
H 5.365 1.751 3.203 0.0155 -0.0016 0.0178 0.0570
H 4.330 1.376 -2.016 0.0284 0.0146 0.0045 0.1105
H 4.087 0.531 -4.513 0.0134 0.0045 -0.0140 0.0842
H 1.636 -0.279 -4.993 -0.0074 -0.0165 -0.0283 0.0550
H 2.912 3.801 -1.644 0.0143 -0.0041 -0.0096 0.1103
H 1.598 6.049 -1.199 -0.0036 0.0137 -0.0052 0.0881
H -0.485 5.632 0.340 -0.0227 0.0168 0.0089 0.0568
```
Forces are in eV/Å.

Values from the calculation:
⟨S²⟩: 0.7526
lowest unoccupied orbital energy (spin up / spin down): 4.09 / 4.09 eV
2S+1: 2
E: -5597.39710 Ha
E_HOMO (spin up / spin down): -0.054 / -0.055 hartree
total charge: -2
relative energy (zero: lowest compared OMol25 entry of this formula, charge and spin): 1.9073 eV
HOMO-LUMO gap (spin up / spin down): 5.57 / 5.58 eV

=====

No. 3
DFT (ωB97M-V/def2-TZVPD) results for C24H20As3CuF18N4O8 as an isolated structure in a non-equilibrium geometry.

XYZ file:
```
78
Properties=species:S:1:pos:R:3:forces:R:3:lowdin_charge:R:1
Cu 0.060 -0.321 0.331 -0.2004 -0.5437 -0.1581 0.4310
As 2.142 -3.176 1.708 0.4998 -0.1047 -0.5973 0.6929
F 2.084 -4.396 0.514 0.0445 -0.1721 -0.2740 -0.2260
F 3.250 -2.238 0.754 0.0871 0.1430 -0.0957 -0.2588
F 2.189 -1.945 2.916 -0.0722 0.6514 0.4414 -0.2496
F 1.062 -4.062 2.695 -0.6073 -0.2207 0.3377 -0.2340
F 3.491 -3.964 2.473 0.1657 -0.0539 0.1105 -0.2730
F 0.800 -2.341 0.910 -0.0629 0.0629 0.4291 -0.2549
As -2.077 -3.786 -1.306 -0.1934 0.0962 0.2773 0.6805
F -0.577 -4.607 -1.248 0.3097 -0.2128 -0.0298 -0.2373
F -1.291 -2.244 -1.044 0.2048 0.2557 0.0874 -0.2582
F -3.604 -2.987 -1.325 -0.3258 0.2071 -0.1881 -0.2575
F -2.886 -5.288 -1.652 -0.0838 -0.1933 0.0869 -0.2792
F -2.248 -4.000 0.406 -0.0425 -0.1053 0.1658 -0.2585
F -1.889 -3.517 -3.013 0.0342 0.0498 -0.4184 -0.2749
As -3.476 0.678 1.481 -0.2094 0.0941 -0.2447 0.7077
F -2.726 -0.246 2.722 -0.1660 0.0038 0.0291 -0.2125
F -4.347 -0.688 0.956 -0.1681 -0.3053 -0.1519 -0.2151
F -4.218 1.643 0.231 -0.0425 0.1567 -0.2509 -0.2617
F -2.568 2.062 1.969 0.2960 0.3928 0.1216 -0.2522
F -2.175 0.300 0.337 0.3380 -0.0582 0.1164 -0.2531
F -4.757 1.129 2.552 -0.1759 0.0796 0.2469 -0.2592
C 5.370 2.926 3.254 0.0642 -0.1386 0.3857 -0.0888
C 5.744 3.191 1.952 0.1157 0.0944 -0.4594 -0.0897
C 4.949 2.775 0.898 0.3908 0.0127 -0.0470 -0.0095
C 3.792 2.080 1.181 0.2780 -0.4746 -0.2650 -0.1282
C 3.430 1.741 2.461 -0.0529 -0.1163 0.7131 0.0274
C 4.207 2.217 3.510 -0.0875 -0.1143 0.0209 -0.0502
N 3.009 1.493 0.083 0.2524 0.3611 -0.2946 -0.2985
O 3.378 1.692 -1.060 -0.1290 -0.1102 0.2223 0.0932
O 2.039 0.860 0.416 -0.5896 -0.2986 -0.1043 0.0715
H 6.037 3.176 4.070 -0.1107 0.1889 0.0156 0.1002
H 6.681 3.677 1.715 0.0172 0.0580 0.1598 0.0994
H 5.316 2.890 -0.111 -0.3493 0.1036 -0.1334 0.1153
H 2.631 1.040 2.668 -0.2029 0.2650 -0.1334 0.1141
H 3.913 1.973 4.521 0.0786 -0.0506 0.0008 0.1109
C -2.686 -2.883 5.864 -0.2363 0.4914 0.2869 -0.0810
C -2.128 -1.829 6.585 -0.3218 -0.2117 -0.0704 -0.0897
C -1.251 -0.960 5.968 0.3424 0.0564 0.4152 -0.0159
C -0.925 -1.181 4.649 -0.2329 -0.3329 0.0415 -0.1519
C -1.467 -2.221 3.915 0.2710 0.2976 -0.3226 0.0024
C -2.375 -3.054 4.526 0.0223 -0.5944 0.1554 -0.0452
N -0.052 -0.236 3.972 0.2591 -0.1165 0.5145 -0.3176
O 0.707 0.453 4.644 -0.1886 -0.0205 -0.2126 0.0599
O -0.149 -0.203 2.777 0.5791 0.4303 -0.8589 0.0550
H -3.429 -3.495 6.363 0.0879 -0.1933 -0.1484 0.0961
H -2.432 -1.669 7.612 0.1161 0.0138 0.0166 0.0933
H -0.793 -0.141 6.506 -0.0603 0.0580 -0.0697 0.1120
H -1.212 -2.349 2.873 0.0476 -0.0298 0.0052 0.1204
H -2.804 -3.860 3.944 -0.0677 0.0189 0.0252 0.1174
C -4.084 3.858 -3.818 -0.2205 -0.3212 -0.2032 -0.0824
C -2.967 4.170 -4.583 -0.1062 -0.2453 -0.0993 -0.0894
C -1.713 3.772 -4.162 0.3695 0.2386 -0.3106 -0.0217
C -1.595 3.083 -2.973 -0.1560 0.5141 0.1352 -0.1384
C -2.680 2.868 -2.151 0.1701 -0.7997 0.1518 0.0211
C -3.946 3.181 -2.616 0.0914 0.4548 0.2145 -0.0453
N -0.269 2.656 -2.517 0.1298 0.2326 0.1447 -0.3244
O 0.695 3.312 -2.887 -0.0603 -0.1410 -0.1048 0.0612
O -0.210 1.694 -1.786 0.0096 0.0054 0.0484 0.1000
H -5.071 4.085 -4.204 0.0077 0.0910 0.0954 0.0993
H -3.078 4.642 -5.550 -0.0066 0.1494 0.0725 0.0975
H -0.834 4.023 -4.741 0.0157 -0.1879 0.0215 0.1134
H -2.538 2.398 -1.188 -0.1100 -0.1519 -0.0235 0.1025
H -4.789 2.919 -1.994 -0.0912 0.0432 -0.0159 0.1068
C 1.225 0.180 -6.198 0.1863 0.2645 -0.1380 -0.0962
C 0.839 -1.152 -6.183 0.2247 0.1440 0.0811 -0.0815
C 0.834 -1.842 -4.986 -0.1673 -0.5977 0.1247 0.0024
C 1.219 -1.202 -3.824 0.1394 0.5630 -0.3011 -0.1188
C 1.586 0.128 -3.828 -0.1681 0.6845 0.2264 -0.0052
C 1.572 0.836 -5.020 -0.1036 -0.4639 -0.5058 -0.0753
N 1.301 -1.949 -2.566 -0.3277 -0.3373 0.2209 -0.3078
O 1.222 -3.147 -2.653 0.2390 -0.1301 0.0427 0.1142
O 1.453 -1.324 -1.531 0.0482 0.2846 -0.2770 0.0463
H 1.304 0.722 -7.135 -0.1873 -0.0568 0.0071 0.0942
H 0.588 -1.676 -7.095 -0.0997 0.0682 -0.0467 0.0988
H 0.532 -2.881 -4.951 0.0304 0.0400 0.1363 0.1234
H 1.825 0.656 -2.915 0.1496 -0.2556 0.1680 0.0889
H 1.841 1.881 -5.067 0.0699 0.0396 0.2346 0.0973
```
Forces are in eV/Å.

Values from the calculation:
lowest unoccupied orbital energy: 3.25 eV
E: -11893.06955 Ha
E_HOMO: -0.165 hartree
total charge: -2
HOMO-LUMO gap: 7.75 eV